Entry 1:
A cluster of 2 separate species, C2H6O4 in total in a non-equilibrium geometry. Source: OMol25; level of theory: ωB97M-V/def2-TZVPD.

Output
* relative energy (zero: lowest compared OMol25 entry of this formula, charge and spin): 0.0 kcal per mole
* LUMO energy (alpha / beta): 0.49 / -1.62 eV
* calculated total energy: -380.54722 a.u.
* ⟨S²⟩: 2.00
* 2S+1: 3

Geometry as XYZ:
```
12
Properties=species:S:1:pos:R:3:mulliken_spin:R:1
C 1.7184 -0.7709 -0.4438 1.69
C -1.7983 1.1222 0.1713 0.00
O 2.8114 -0.6877 0.1467 0.08
O 1.1991 -1.9933 -0.2182 0.18
O -1.0197 1.5007 -0.9176 0.01
O -0.9717 0.6038 1.2095 0.01
H -2.4413 0.2052 0.0099 0.00
H -2.2951 2.0603 0.3383 0.00
H 3.0455 -1.5503 0.4334 0.04
H 0.3632 -2.2629 -0.7594 -0.02
H -0.5126 0.7491 -1.1971 0.00
H -0.0987 1.0238 1.2270 0.00
```

=====

Entry 2:
A cluster of 2 separate species, C2H6O4Si in total in a non-equilibrium geometry. Source: OMol25; level of theory: ωB97M-V/def2-TZVPD.

Output
* relative energy (zero: lowest compared OMol25 entry of this formula, charge and spin): 56.9 kcal per mole
* LUMO energy: -0.31 eV
* SMILES: O=[Si](O)O.CC=O
* calculated total energy: -670.32362 a.u.

Geometry as XYZ:
```
13
Properties=species:S:1:pos:R:3:lowdin_charge:R:1
C -1.3903 -0.5615 0.9744 -0.06
C -1.3307 -0.1232 -0.4734 -0.36
O 0.6758 1.8561 0.6682 -0.23
O 2.2537 -0.3189 0.6011 -0.12
O 1.4406 0.4027 -1.6691 -0.08
O -1.9696 0.7850 -0.9701 0.04
Si 1.4377 0.8897 -0.1717 0.23
H -1.0573 0.2357 1.6264 0.06
H -0.5995 -1.3078 1.3094 0.10
H -0.7013 -0.6946 -1.1933 0.10
H -2.4288 -0.8528 1.2994 0.10
H 3.0265 -0.8455 0.2292 0.11
H 0.6430 0.5351 -2.2303 0.10
```